# 1
Molecular formula: C21H32NO2P2W
Method: DFT, the ωB97M-V functional and the def2-TZVPD basis

charge	+1
energy above the lowest of the compared OMol25 structures with the same formula, charge and spin	0.0000	eV
total energy	-48276.7527	eV
HOMO level (spin up / spin down)	-9.780 / -10.349	eV
multiplicity	3
max |F|	0.070	hartree/bohr
gap between HOMO and LUMO (spin up / spin down)	0.2309 / 0.2502	Eh

Last column: natural (NBO) charge in e.
Atoms and positions in Å:
C (1.003866, 3.995465, -1.846017)  -0.249
C (0.583552, 2.697316, -1.562261)  0.256
N (0.574500, 2.233180, -0.267236)  -0.514
C (1.060263, 3.051143, 0.702669)  0.268
C (1.561838, 4.317219, 0.440972)  -0.238
C (1.519594, 4.817738, -0.848266)  -0.117
C (0.307026, 1.716154, -2.652866)  -0.793
P (-0.639840, 0.202711, -2.113452)  0.930
W (-0.272288, 0.235756, 0.278016)  0.587
P (0.916917, 0.734092, 2.275785)  1.170
C (1.013351, 2.550538, 2.111980)  -0.780
O (3.124349, 0.790068, -3.454889)  -0.931
O (3.253952, 0.621828, -0.481203)  -0.927
H (0.979243, 4.351693, -2.886099)  0.236
H (1.956866, 4.913384, 1.266984)  0.240
H (1.877355, 5.829845, -1.062842)  0.243
C (-2.353621, 0.591496, -2.547494)  -0.937
C (-0.106655, -1.053536, -3.302673)  -0.938
H (1.924810, 2.846293, 2.657697)  0.251
H (0.145488, 2.982034, 2.640188)  0.279
H (1.238621, 1.407193, -3.131743)  0.301
H (-0.144550, 2.198638, -3.523477)  0.260
C (-0.040543, 0.304346, 3.727269)  -0.966
C (2.610824, 0.234182, 2.614039)  -0.985
H (2.492775, 0.398709, -1.121570)  0.465
H (3.742345, -0.223925, -0.683634)  0.484
H (3.276166, 0.859222, -2.500421)  0.467
H (3.225493, 1.722482, -3.703859)  0.476
H (-1.505588, 1.028504, 1.067138)  -0.205
H (1.328817, -0.219267, 0.692521)  -0.061
H (-2.424659, 0.712738, -3.639300)  0.246
H (-2.993642, -0.241006, -2.210149)  0.264
H (-2.656281, 1.526670, -2.058106)  0.256
H (-0.561445, -0.885540, -4.289961)  0.250
H (0.982403, -1.073734, -3.419624)  0.266
H (-0.435351, -2.032071, -2.931026)  0.265
H (2.967074, 0.778614, 3.489471)  0.243
H (2.607308, -0.834557, 2.834537)  0.257
H (3.265208, 0.421383, 1.761334)  0.274
H (0.518521, 0.624621, 4.625795)  0.237
H (-1.033360, 0.787743, 3.700541)  0.267
H (-0.180993, -0.791401, 3.744686)  0.270
C (-4.427569, -3.581625, 0.707715)  -0.211
C (-4.280952, -2.216853, 0.418648)  -0.216
C (-3.027542, -1.614836, 0.464570)  -0.152
C (-1.890415, -2.391549, 0.726846)  -0.122
C (-0.547897, -1.889931, 0.632712)  -0.296
C (0.560110, -2.701053, 0.915466)  -0.236
C (0.366102, -4.001213, 1.388329)  -0.227
C (-0.904550, -4.528154, 1.464716)  -0.163
C (-2.040578, -3.774884, 1.094680)  -0.066
C (-3.330033, -4.344666, 1.070592)  -0.166
H (-5.410426, -4.052912, 0.662935)  0.226
H (-5.156217, -1.633376, 0.154878)  0.221
H (-2.937673, -0.528928, 0.305536)  0.186
H (1.571706, -2.315821, 0.783173)  0.198
H (1.228545, -4.598069, 1.679945)  0.220
H (-1.049078, -5.552333, 1.796107)  0.219
H (-3.433246, -5.401760, 1.339697)  0.220

Cartesian forces, eV/Å:
0.10 0.09 -0.60
0.58 0.13 0.92
0.25 1.10 -0.75
-0.20 -0.35 -0.20
0.06 0.21 0.19
-0.19 -0.09 -0.01
-0.67 -0.06 -0.65
0.42 1.07 -1.42
0.62 -3.51 -0.60
-1.14 0.63 0.12
0.50 0.21 1.16
0.10 0.57 0.20
-0.73 -2.13 -2.72
-0.04 -0.25 0.54
-0.14 -0.23 -0.30
-0.15 -0.46 0.00
-0.33 -0.16 -0.31
-0.15 -0.52 -0.19
-0.35 0.38 -0.19
0.24 -0.13 -0.20
0.15 -0.37 0.56
-0.54 0.17 0.21
0.17 0.23 1.21
0.08 -0.13 0.37
0.79 0.85 1.96
0.06 1.14 0.80
0.47 -0.08 -0.17
0.15 -0.31 -0.36
-0.18 1.16 1.09
-0.18 0.23 -0.97
-0.13 -0.04 0.32
0.12 0.40 -0.19
0.02 -0.30 -0.05
0.13 0.04 0.29
-0.19 0.09 0.15
0.08 0.15 -0.12
0.11 -0.09 0.06
0.08 -0.03 0.02
-0.23 0.08 0.11
-0.44 -0.28 -0.08
0.53 -0.21 -0.09
0.10 0.47 -0.03
0.33 -0.80 0.24
0.64 0.61 -0.03
-1.06 -0.13 -0.24
1.20 -1.32 0.47
0.71 1.38 -0.14
-1.02 0.44 -0.10
-0.13 -0.72 0.06
0.53 -0.05 0.00
-0.32 0.69 -0.25
-0.55 0.05 -0.03
0.25 0.22 0.02
0.07 0.01 0.10
-0.03 -0.42 -0.04
-0.24 -0.12 0.15
-0.21 0.00 -0.08
0.01 0.10 -0.02
-0.09 0.41 -0.14



# 2
Molecular formula: C21H32NW
Method: DFT, the ωB97M-V functional and the def2-TZVPD basis

charge	+1
energy above the lowest of the compared OMol25 structures with the same formula, charge and spin	0.1235	eV
total energy	-25597.6630	eV
HOMO level (spin up / spin down)	-9.279 / -9.749	eV
multiplicity	3
max |F|	0.170	hartree/bohr
gap between HOMO and LUMO (spin up / spin down)	0.2122 / 0.2157	Eh

Last column: natural (NBO) charge in e.
Atoms and positions in Å:
C (1.376215, -1.782607, 1.507378)  -0.091
C (1.929269, -1.189955, 0.327733)  -0.064
C (0.981804, -1.359024, -0.746467)  -0.043
C (-0.145991, -2.069769, -0.231397)  -0.063
C (0.080549, -2.307878, 1.171391)  -0.073
W (0.014611, -0.076378, 0.840302)  1.164
C (-2.279423, 1.501043, -0.524066)  0.364
C (-2.022173, 0.873650, 0.868041)  -0.534
H (-2.288037, 1.629036, 1.645711)  0.205
C (-2.195037, -0.502521, 1.093056)  -0.597
H (-2.733647, -1.084398, 0.430929)  0.208
H (-2.278578, -0.781674, 2.064833)  0.205
C (-2.806734, 2.904061, -0.638354)  -0.703
H (-2.383027, 3.629415, 0.087755)  0.240
H (-2.778813, 3.342863, -1.653526)  0.238
H (-3.860505, 2.769665, -0.372569)  0.261
C (-2.414083, 0.614432, -1.696645)  -0.711
H (-1.651060, -0.221168, -1.797903)  0.243
H (-3.422087, 0.105826, -1.538833)  0.242
H (-2.446539, 1.153848, -2.683671)  0.240
C (3.270146, -0.536235, 0.261490)  -0.629
H (3.460637, 0.068532, 1.159969)  0.216
H (4.063618, -1.296019, 0.193767)  0.241
H (3.350506, 0.124070, -0.606308)  0.247
C (1.172307, -0.909037, -2.165397)  -0.632
H (1.685362, 0.057961, -2.195636)  0.250
H (1.770002, -1.643916, -2.719758)  0.244
H (0.216475, -0.792629, -2.684606)  0.227
C (-1.254328, -2.680280, -1.033909)  -0.630
H (-1.350070, -2.211109, -2.018162)  0.226
H (-1.053408, -3.749660, -1.206717)  0.244
H (-2.218176, -2.621802, -0.522629)  0.226
C (-0.780885, -3.109594, 2.090944)  -0.631
H (-1.840606, -3.054484, 1.815819)  0.233
H (-0.490645, -4.172032, 2.065585)  0.243
H (-0.679762, -2.772670, 3.132188)  0.216
C (2.071072, -1.948972, 2.820744)  -0.642
H (1.361119, -2.099374, 3.645148)  0.223
H (2.726901, -2.833711, 2.793924)  0.257
H (2.712423, -1.086111, 3.052409)  0.218
C (1.086329, 1.062274, -0.485480)  -0.234
C (-0.133404, 1.979898, -1.045701)  -0.307
C (2.201505, 2.042280, -0.760364)  -0.277
C (-0.134694, 2.571298, -2.349862)  -0.248
H (-0.441979, 2.484764, -0.012602)  0.304
C (2.260246, 2.727519, -2.017485)  -0.208
H (2.922610, 2.204298, 0.004919)  0.217
C (1.120501, 2.866135, -2.871179)  -0.190
H (-0.878504, 2.895260, -2.916317)  0.212
H (3.259544, 3.115300, -2.221747)  0.231
H (1.383225, 3.189011, -3.722148)  0.202
N (0.108232, 0.644726, 2.819254)  -1.005
H (0.977280, 0.384164, 3.304564)  0.404
H (-0.652557, 0.294006, 3.419115)  0.407
H (0.052244, 1.657690, 2.822493)  0.415

Cartesian forces, eV/Å:
0.11 -0.42 -0.70
0.35 -0.52 0.93
-0.28 -0.93 -0.27
0.47 -0.50 -0.34
0.70 -0.21 0.06
-1.31 -3.05 -1.03
2.74 -0.72 2.03
-1.43 4.38 -1.99
0.25 -0.56 -0.33
2.25 1.14 -1.46
-0.88 -1.07 -1.27
-0.58 -0.83 2.93
-0.18 0.02 0.24
-0.18 -0.62 -0.37
0.16 -0.42 0.51
-0.19 0.29 -0.05
-1.25 -1.64 -1.23
-1.04 1.26 0.48
0.88 0.37 -0.48
-0.04 -0.44 1.13
0.53 -0.34 -0.06
-0.01 -0.17 -0.25
-0.16 0.19 0.02
0.14 -0.37 0.22
0.21 -0.45 -0.32
0.01 -0.37 -0.33
-0.10 0.13 0.05
0.17 -0.01 0.10
-0.04 -0.22 -0.15
-0.01 -0.14 0.19
0.06 0.31 0.07
0.18 -0.05 -0.15
-0.18 -0.32 0.12
0.27 0.00 0.06
-0.05 0.28 0.01
-0.08 -0.10 -0.26
0.17 0.05 0.18
0.19 0.06 -0.18
-0.20 0.27 0.01
-0.12 -0.21 -0.01
-2.02 8.51 0.31
0.15 0.01 1.77
-2.31 -1.81 -1.92
4.96 -0.64 2.68
0.23 -0.80 -3.18
-0.52 -0.93 2.00
1.00 -0.37 0.09
0.47 -3.35 7.07
-3.87 1.27 -1.73
-0.53 0.38 -0.40
0.83 2.56 -6.70
0.28 0.44 2.08
-0.36 0.18 -0.17
0.22 0.30 -0.25
-0.06 0.16 0.26



# 3
Molecular formula: C21H33BrMnN2SbSi
Method: DFT, the ωB97M-V functional and the def2-TZVPD basis

charge	+2
energy above the lowest of the compared OMol25 structures with the same formula, charge and spin	0.6545	eV
total energy	-141055.6313	eV
HOMO level (spin up / spin down)	-13.911 / -13.915	eV
multiplicity	5
max |F|	0.036	hartree/bohr
gap between HOMO and LUMO (spin up / spin down)	0.2446 / 0.2506	Eh

Last column: natural (NBO) charge in e.
Atoms and positions in Å:
Mn (-0.518093, -0.514772, 0.045983)  1.094
Br (1.613999, -2.154587, -6.850102)  0.157
C (0.918954, -1.281473, -5.336751)  -0.060
C (0.186881, -0.108918, -5.487384)  -0.208
C (-0.338812, 0.528104, -4.380826)  -0.201
C (-0.134078, 0.003750, -3.102478)  0.138
C (0.610160, -1.172904, -2.973796)  -0.217
C (1.136862, -1.817334, -4.072380)  -0.214
N (-0.649070, 0.562995, -1.914327)  -0.533
C (-1.185300, 1.721565, -1.854656)  0.142
C (-1.722578, 2.203437, -0.585972)  0.112
C (-2.318944, 3.451697, -0.480764)  -0.180
C (-2.802465, 3.871243, 0.749562)  -0.109
C (-2.665563, 3.027398, 1.840483)  -0.211
C (-2.061323, 1.794225, 1.656420)  0.071
N (-1.602653, 1.380490, 0.475142)  -0.563
H (0.030241, 0.300153, -6.475707)  0.255
H (-0.925156, 1.425863, -4.525887)  0.223
H (0.798988, -1.562711, -1.976960)  0.183
H (1.716583, -2.723523, -3.964287)  0.249
H (-1.251705, 2.382667, -2.713955)  0.214
H (-2.397857, 4.083680, -1.355706)  0.251
H (-3.275628, 4.837870, 0.856242)  0.258
H (-3.021907, 3.312237, 2.820212)  0.259
H (-1.946273, 1.116579, 2.494295)  0.213
C (-1.187132, -3.114298, -0.559403)  -1.115
Si (-2.500187, -1.716403, -0.497385)  1.334
C (-3.153373, -1.529983, 1.278020)  -1.114
C (-3.784990, -1.692585, -1.855581)  -1.118
H (-1.575121, -3.969497, -0.000779)  0.295
H (-0.216222, -2.870517, -0.094682)  0.215
H (-0.994961, -3.419815, -1.587251)  0.281
H (-3.635482, -2.461182, 1.587379)  0.284
H (-3.890660, -0.729530, 1.342329)  0.265
H (-2.360367, -1.330397, 2.007578)  0.225
H (-4.420975, -2.576028, -1.756988)  0.282
H (-3.336886, -1.708395, -2.849267)  0.270
H (-4.423438, -0.812205, -1.773407)  0.268
C (4.684436, -0.085427, 2.253223)  -0.634
C (3.872501, -0.751964, 1.152918)  -0.635
Sb (1.786711, -0.171054, 1.176712)  0.806
C (1.832240, 1.681653, 2.281182)  -0.676
C (2.261240, 2.867339, 1.421875)  -0.626
C (0.959386, -1.475334, 2.744793)  -0.688
C (1.775509, -1.488820, 4.034821)  -0.620
H (5.718424, -0.425426, 2.179345)  0.251
H (4.325512, -0.339086, 3.249245)  0.217
H (4.695715, 0.999951, 2.154586)  0.215
H (3.879582, -1.838173, 1.242800)  0.240
H (4.255786, -0.490359, 0.168132)  0.242
H (2.521861, 1.526849, 3.109799)  0.245
H (0.834212, 1.835570, 2.694277)  0.220
H (3.277292, 2.743228, 1.045628)  0.221
H (2.238797, 3.781255, 2.016041)  0.240
H (1.601248, 3.012057, 0.563910)  0.199
H (0.893445, -2.484626, 2.333010)  0.224
H (-0.059901, -1.125117, 2.944669)  0.197
H (2.757216, -1.930095, 3.868738)  0.220
H (1.267407, -2.090753, 4.789437)  0.238
H (1.905912, -0.488565, 4.447898)  0.214

Cartesian forces, eV/Å:
-0.73 1.12 -1.25
-0.06 0.09 0.14
0.06 -0.09 -0.03
0.05 -0.02 -0.09
-0.12 0.08 0.26
0.30 -0.40 -0.52
-0.21 0.34 0.24
0.06 -0.05 -0.19
-0.11 -0.05 0.45
0.18 -0.28 -0.13
-0.11 0.15 0.32
0.09 -0.09 -0.15
0.01 -0.08 0.12
-0.03 0.09 -0.07
-0.02 0.00 0.11
0.15 -0.36 0.08
-0.03 0.00 0.01
0.00 -0.01 -0.06
0.05 -0.08 -0.04
-0.01 0.01 0.03
-0.01 -0.01 -0.03
0.00 -0.01 0.00
0.01 0.01 -0.01
0.00 -0.01 0.00
0.01 -0.03 -0.03
-0.33 0.53 -0.05
-0.96 -0.77 0.08
0.13 -0.05 -0.48
0.37 0.07 0.25
0.03 0.05 0.11
0.09 -0.14 0.03
0.05 0.08 -0.01
0.03 -0.03 0.00
0.02 0.03 -0.01
-0.01 -0.04 0.04
0.01 -0.02 0.03
0.05 -0.01 0.02
0.01 0.00 0.03
0.04 0.02 0.00
-0.26 0.10 -0.14
1.02 -0.16 1.37
0.02 -0.12 -0.27
-0.02 -0.03 0.04
0.36 0.25 -0.10
-0.10 -0.03 0.02
-0.01 0.00 0.02
0.00 0.02 0.00
0.00 -0.01 0.01
-0.05 0.00 -0.04
-0.02 -0.06 -0.03
-0.05 -0.03 0.03
-0.01 -0.08 0.02
-0.01 0.03 -0.02
0.04 0.02 -0.03
0.00 0.00 0.00
-0.07 0.03 -0.07
-0.01 -0.01 -0.03
0.02 0.02 0.03
0.04 0.00 0.01
0.02 0.00 0.00



- Which of these has the highest max |F|?
  C21H32NW



- Look up the multiplicity of the third one.
  5



- The highest energy above the lowest of the compared OMol25 structures with the same formula, charge and spin belongs to which entry?
  C21H33BrMnN2SbSi



- Which formula does entry 3 have?
  C21H33BrMnN2SbSi